No. 1
Molecular formula: C5H7NO
Method: DFT, wB97M-V/def2-TZVPD

charge	0
lowest unoccupied orbital energy	0.39	eV
structure (SMILES)	C=CC(=O)/C=C\N
energy above the lowest of the compared OMol25 structures with the same formula, charge and spin	54.46	kcal/mol
max |F|	2.575	eV/A
frontier orbital gap	8.77	eV
DFT total energy	-324.6377	Eh

Last columns: bonded neighbours and bond lengths (Å).
Cartesian coordinates (Å):
1 C 0.733 1.900 0.145  C2 1.339, H8 1.086, H9 1.086
2 C -0.201 1.195 0.796  C1 1.339, C3 1.548, H10 1.087
3 C -1.360 0.407 0.138  C2 1.548, O4 1.221, C5 1.448
4 O -2.487 0.488 0.599  C3 1.221
5 C -0.936 -0.554 -0.859  C3 1.448, C6 1.364, H11 1.084
6 C 0.293 -1.134 -0.746  C5 1.364, N7 1.365, H12 1.090
7 N 0.896 -1.710 0.334  C6 1.365, H13 1.016, H14 1.016
8 H 1.400 2.562 0.690  C1 1.086
9 H 0.976 1.712 -0.896  C1 1.086
10 H -0.399 1.410 1.843  C2 1.087
11 H -1.544 -0.657 -1.751  C5 1.084
12 H 0.773 -1.444 -1.674  C6 1.090
13 H 1.460 -2.539 0.166  N7 1.016
14 H 0.395 -1.636 1.215  N7 1.016

These are the Löwdin partial charges, in e, on atoms 1 to 2: number 1, C, carries 0.025; number 2, C, carries -0.108

---

No. 2
Molecular formula: C46H71N3O27
Method: DFT, wB97M-V/def2-TZVPD

charge	0
lowest unoccupied orbital energy	-0.63	eV
structure (SMILES)	O=[N+]([O-])c1ccccc1.O=[N+]([O-])c1ccccc1.O=[N+]([O-])c1ccccc1.CCOC(=O)OC.CCOC(=O)OC.CCOC(=O)OC.CCOC(=O)OC.CCOC(=O)OC.CCOC(=O)OC.CCOC(=O)OC
energy above the lowest of the compared OMol25 structures with the same formula, charge and spin	20.69	kcal/mol
max |F|	3.219	eV/A
frontier orbital gap	9.18	eV
DFT total energy	-3990.8794	Eh

Last columns: bonded neighbours and bond lengths (Å).
Cartesian coordinates (Å):
1 O 2.590 -29.263 -1.111  N2 1.212
2 N 2.167 -29.163 0.020  O1 1.212, O3 1.231, C4 1.566
3 O 1.120 -28.618 0.371  N2 1.231
4 C 3.202 -29.517 1.140  N2 1.566, C5 1.404, C9 1.377
5 C 4.454 -30.057 0.806  C4 1.404, C6 1.348, H10 1.056
6 C 5.283 -30.457 1.790  C5 1.348, C7 1.382, H11 1.106
7 C 4.863 -30.442 3.108  C6 1.382, C8 1.374, H12 1.110
8 C 3.624 -29.959 3.451  C7 1.374, C9 1.420, H13 1.074
9 C 2.754 -29.468 2.442  C4 1.377, C8 1.420, H14 1.081
10 H 4.707 -30.202 -0.208  C5 1.056
11 H 6.296 -30.787 1.493  C6 1.106
12 H 5.451 -30.981 3.879  C7 1.110
13 H 3.272 -30.031 4.463  C8 1.074
14 H 1.705 -29.274 2.620  C9 1.081
15 O 1.174 -30.206 -6.554  N16 1.230
16 N 1.452 -29.013 -6.671  O15 1.230, O17 1.202, C18 1.476
17 O 0.955 -28.272 -7.476  N16 1.202
18 C 2.525 -28.538 -5.775  N16 1.476, C19 1.391, C23 1.399
19 C 3.115 -27.306 -6.030  C18 1.391, C20 1.372, H24 1.084
20 C 4.089 -26.813 -5.199  C19 1.372, C21 1.407, H25 1.101
21 C 4.549 -27.539 -4.084  C20 1.407, C22 1.378, H26 1.079
22 C 4.032 -28.799 -3.877  C21 1.378, C23 1.394, H27 1.092
23 C 3.014 -29.284 -4.696  C18 1.399, C22 1.394, H28 1.103
24 H 2.768 -26.678 -6.843  C19 1.084
25 H 4.507 -25.803 -5.326  C20 1.101
26 H 5.345 -27.181 -3.451  C21 1.079
27 H 4.421 -29.535 -3.170  C22 1.092
28 H 2.733 -30.334 -4.512  C23 1.103
29 O -2.129 -22.632 -8.399  N30 1.243
30 N -2.884 -22.500 -7.422  O29 1.243, O31 1.231, C32 1.480
31 O -3.584 -23.379 -6.920  N30 1.231
32 C -2.916 -21.165 -6.782  N30 1.480, C33 1.383, C37 1.413
33 C -1.868 -20.311 -7.071  C32 1.383, C34 1.374, H38 1.045
34 C -1.929 -19.047 -6.535  C33 1.374, C35 1.379, H39 1.070
35 C -3.010 -18.607 -5.800  C34 1.379, C36 1.384, H40 1.060
36 C -4.040 -19.490 -5.529  C35 1.384, C37 1.355, H41 1.089
37 C -4.030 -20.754 -6.017  C32 1.413, C36 1.355, H42 1.135
38 H -1.062 -20.613 -7.663  C33 1.045
39 H -1.114 -18.401 -6.788  C34 1.070
40 H -3.138 -17.634 -5.401  C35 1.060
41 H -4.950 -19.105 -5.070  C36 1.089
42 H -4.876 -21.500 -5.889  C37 1.135
43 C -5.426 -20.301 0.279  C44 1.484, H50 1.076, H51 1.076, H52 1.075
44 C -4.063 -20.456 -0.286  C43 1.484, O45 1.418, H53 1.102, H54 1.083
45 O -3.623 -21.802 -0.216  C44 1.418, C46 1.295
46 C -2.388 -22.013 -0.541  O45 1.295, O47 1.215, O48 1.301
47 O -1.641 -21.150 -0.957  C46 1.215
48 O -2.170 -23.287 -0.396  C46 1.301, C49 1.498
49 C -0.885 -23.732 -1.023  O48 1.498, H55 1.091, H56 1.093, H57 1.100
50 H -5.599 -19.251 0.441  C43 1.076
51 H -5.423 -20.735 1.264  C43 1.076
52 H -6.299 -20.621 -0.261  C43 1.075
53 H -3.301 -19.823 0.196  C44 1.102
54 H -4.144 -20.210 -1.338  C44 1.083
55 H -0.671 -23.474 -2.062  C49 1.091
56 H -0.890 -24.819 -0.910  C49 1.093
57 H -0.065 -23.265 -0.459  C49 1.100
58 C 0.644 -32.921 -0.293  C59 1.515, H65 1.075, H66 1.088, H67 1.090
59 C 2.083 -33.026 -0.755  C58 1.515, O60 1.484, H68 1.058, H69 1.079
60 O 2.899 -33.787 0.225  C59 1.484, C61 1.337
61 C 4.212 -33.756 -0.026  O60 1.337, O62 1.232, O63 1.339
62 O 4.814 -33.042 -0.828  C61 1.232
63 O 4.810 -34.618 0.807  C61 1.339, C64 1.413
64 C 6.221 -34.549 0.813  O63 1.413, H70 1.067, H71 1.099, H72 1.118
65 H 0.142 -32.351 -1.053  C58 1.075
66 H 0.488 -32.430 0.666  C58 1.088
67 H 0.187 -33.911 -0.310  C58 1.090
68 H 2.573 -32.092 -0.843  C59 1.058
69 H 2.099 -33.396 -1.769  C59 1.079
70 H 6.633 -34.837 -0.128  C64 1.067
71 H 6.598 -35.216 1.601  C64 1.099
72 H 6.644 -33.544 1.061  C64 1.118
73 C -0.783 -32.540 -7.117  C74 1.521, H80 1.117, H81 1.087, H82 1.053
74 C -1.288 -32.340 -5.696  C73 1.521, O75 1.491, H83 1.108, H84 1.086
75 O -1.769 -33.555 -4.978  C74 1.491, C76 1.356
76 C -0.821 -34.119 -4.189  O75 1.356, O77 1.219, O78 1.305
77 O 0.279 -33.663 -3.930  C76 1.219
78 O -1.219 -35.289 -3.773  C76 1.305, C79 1.412
79 C -0.387 -36.013 -2.892  O78 1.412, H85 1.087, H86 1.085, H87 1.094
80 H 0.197 -33.076 -7.079  C73 1.117
81 H -0.540 -31.549 -7.493  C73 1.087
82 H -1.376 -33.051 -7.821  C73 1.053
83 H -2.200 -31.714 -5.756  C74 1.108
84 H -0.531 -31.860 -5.084  C74 1.086
85 H 0.661 -35.973 -3.179  C79 1.087
86 H -0.799 -37.015 -2.958  C79 1.085
87 H -0.478 -35.573 -1.895  C79 1.094
88 C -5.461 -27.281 -5.647  C89 1.499, H95 1.075, H96 1.121, H97 1.074
89 C -6.858 -27.624 -6.067  C88 1.499, O90 1.465, H98 1.080, H99 1.134
90 O -7.720 -26.786 -5.230  C89 1.465, C91 1.298
91 C -8.994 -27.006 -5.108  O90 1.298, O92 1.199, O93 1.367
92 O -9.776 -26.209 -4.669  C91 1.199
93 O -9.390 -28.206 -5.627  C91 1.367, C94 1.415
94 C -10.758 -28.563 -5.591  O93 1.415, H100 1.069, H101 1.125, H102 1.095
95 H -5.402 -27.383 -4.578  C88 1.075
96 H -5.222 -26.199 -5.813  C88 1.121
97 H -4.728 -27.877 -6.158  C88 1.074
98 H -7.008 -28.655 -5.782  C89 1.080
99 H -7.159 -27.508 -7.155  C89 1.134
100 H -11.348 -27.692 -5.782  C94 1.069
101 H -10.985 -28.927 -4.551  C94 1.125
102 H -10.974 -29.301 -6.370  C94 1.095
103 C -0.588 -29.828 -2.427  C104 1.549, H110 1.130, H111 1.107, H112 1.105
104 C -2.100 -29.506 -2.330  C103 1.549, O105 1.438, H113 1.120, H114 1.092
105 O -2.430 -28.503 -3.306  C104 1.438, C106 1.320
106 C -2.293 -27.264 -2.871  O105 1.320, O107 1.191, O108 1.318
107 O -1.980 -27.039 -1.744  C106 1.191
108 O -2.505 -26.426 -3.866  C106 1.318, C109 1.433
109 C -2.743 -25.097 -3.387  O108 1.433, H115 1.052, H116 1.084, H117 1.099
110 H -0.206 -30.571 -1.667  C103 1.130
111 H 0.063 -28.958 -2.220  C103 1.107
112 H -0.395 -30.185 -3.454  C103 1.105
113 H -2.399 -29.151 -1.311  C104 1.120
114 H -2.727 -30.363 -2.587  C104 1.092
115 H -2.604 -25.044 -2.345  C109 1.052
116 H -3.773 -24.810 -3.568  C109 1.084
117 H -2.085 -24.453 -3.986  C109 1.099
118 C -0.072 -25.300 -6.651  C119 1.469, H125 1.044, H126 1.041, H127 1.102
119 C 0.594 -24.032 -6.323  C118 1.469, O120 1.498, H128 1.099, H129 1.072
120 O -0.307 -23.332 -5.351  C119 1.498, C121 1.372
121 C 0.124 -22.084 -4.978  O120 1.372, O122 1.220, O123 1.301
122 O 1.149 -21.567 -5.391  C121 1.220
123 O -0.729 -21.562 -4.146  C121 1.301, C124 1.401
124 C -0.444 -20.276 -3.667  O123 1.401, H130 1.062, H131 1.060, H132 1.079
125 H -0.334 -25.611 -5.689  C118 1.044
126 H 0.486 -25.968 -7.222  C118 1.041
127 H -0.993 -25.077 -7.214  C118 1.102
128 H 0.760 -23.406 -7.211  C119 1.099
129 H 1.533 -24.143 -5.818  C119 1.072
130 H 0.396 -20.237 -3.018  C124 1.062
131 H -1.258 -19.859 -3.132  C124 1.060
132 H -0.270 -19.587 -4.480  C124 1.079
133 C 1.413 -26.357 -3.196  C134 1.453, H140 1.090, H141 1.110, H142 1.072
134 C 1.947 -25.978 -1.899  C133 1.453, O135 1.438, H143 1.119, H144 1.072
135 O 2.255 -24.573 -1.881  C134 1.438, C136 1.355
136 C 3.489 -24.243 -2.332  O135 1.355, O137 1.192, O138 1.355
137 O 4.440 -24.952 -2.452  C136 1.192
138 O 3.515 -22.896 -2.469  C136 1.355, C139 1.401
139 C 2.409 -22.057 -2.280  O138 1.401, H145 1.098, H146 1.088, H147 1.054
140 H 0.542 -25.755 -3.453  C133 1.090
141 H 1.215 -27.450 -3.188  C133 1.110
142 H 2.167 -26.192 -3.940  C133 1.072
143 H 2.871 -26.561 -1.655  C134 1.119
144 H 1.234 -26.121 -1.110  C134 1.072
145 H 1.499 -22.435 -2.764  C139 1.098
146 H 2.612 -21.141 -2.832  C139 1.088
147 H 2.212 -21.858 -1.264  C139 1.054

These are the Löwdin partial charges, in e, on atoms 1 to 2: number 1, O, carries 0.053; number 2, N, carries -0.301

---

No. 3
Molecular formula: HIN3P
Method: DFT, wB97M-V/def2-TZVPD

charge	0
lowest unoccupied orbital energy (alpha / beta)	-1.11 / -1.10	eV
energy above the lowest of the compared OMol25 structures with the same formula, charge and spin	97.49	kcal/mol
max |F|	2.213	eV/A
frontier orbital gap (alpha / beta)	7.61 / 7.61	eV
DFT total energy	-803.7974	Eh

Last columns: bonded neighbours and bond lengths (Å).
Cartesian coordinates (Å):
1 N 0.084 -0.513 0.473  N2 1.187, H6 1.103
2 N 0.092 -1.635 0.088  N1 1.187
3 N 1.854 -2.488 -0.021  P4 1.517
4 P 3.217 -1.826 -0.093  N3 1.517, I5 2.504
5 I 3.089 0.668 0.091  P4 2.504
6 H -0.913 -0.045 0.512  N1 1.103

These are the Löwdin partial charges, in e, on atoms 1 to 2: number 1, N, carries -0.033; number 2, N, carries 0.009

---

No. 4
Molecular formula: CH6NOS
Method: DFT, wB97M-V/def2-TZVPD

charge	-1
lowest unoccupied orbital energy	4.28	eV
energy above the lowest of the compared OMol25 structures with the same formula, charge and spin	8.79	kcal/mol
max |F|	1.603	eV/A
frontier orbital gap	7.46	eV
DFT total energy	-569.9127	Eh

Last columns: bonded neighbours and bond lengths (Å).
Cartesian coordinates (Å):
1 S -0.441 -0.234 2.018  H2 1.350
2 H 0.869 -0.546 2.109  S1 1.350
3 N 1.408 -0.079 -1.610  C4 1.460, H6 1.007, H7 1.015
4 C 0.136 0.615 -1.433  N3 1.460, O5 1.389, H8 1.100, H9 1.112
5 O -0.909 -0.182 -0.982  C4 1.389, H10 1.027
6 H 1.514 -0.739 -0.856  N3 1.007
7 H 2.180 0.572 -1.506  N3 1.015
8 H -0.265 1.063 -2.354  C4 1.100
9 H 0.360 1.514 -0.817  C4 1.112
10 H -0.713 -0.309 0.018  O5 1.027

These are the Löwdin partial charges, in e, on atoms 1 to 2: number 1, S, carries -0.092; number 2, H, carries -0.419